DFT (ωB97M-V with the def2-TZVPD basis set) results for 2 unconnected molecules or ions with the total composition C4H8NO3.

Summary:
HOMO-LUMO gap (alpha / beta)	0.3845 / 0.2258	hartree
E_LUMO (alpha / beta)	0.753 / -3.564	eV
electronic energy	-11908.778	eV
spin multiplicity	2

CARTESIAN COORDINATES (ANGSTROEM)
C -2.7410 2.1301 -0.3613
C -1.4911 1.3713 -0.0115
O -0.6691 1.8798 0.7402
N -1.3512 0.1922 -0.6653
H -0.6008 -0.4235 -0.3819
H -2.1706 -0.3063 -0.9853
H -3.2652 2.6661 0.4345
H -3.5165 1.5949 -0.8975
H -2.4895 2.9770 -1.0113
C 1.3456 -1.1890 1.4467
C 1.6871 -1.5141 -0.0421
O 0.7885 -1.6488 -0.8705
O 2.9257 -1.4410 -0.2977
H 0.2818 -1.0038 1.5129
H 1.8653 -0.2672 1.7109
H 1.6893 -1.9852 2.0956

Results of the Löwdin charge analysis, in e, for atoms 1 through 6:
1. C -0.028
2. C -0.592
3. O 0.025
4. N 0.168
5. H 0.045
6. H 0.108

=====

DFT (ωB97M-V with the def2-TZVPD basis set) results for a molecular structure, C21H15MnO3Sb.

Summary:
HOMO-LUMO gap (alpha / beta)	0.2390 / 0.1820	hartree
E_LUMO (alpha / beta)	-8.313 / -9.861	eV
electronic energy	-66001.318	eV
total charge	+2
spin multiplicity	6

CARTESIAN COORDINATES (ANGSTROEM)
O -3.0659 2.8788 -3.5093
C -2.3084 3.0396 -2.6568
Mn -0.7017 2.9066 -0.5397
C -1.4986 3.9261 0.9152
C 0.8659 4.0903 -0.8267
O -2.1666 4.5264 1.6209
O 1.6773 4.7892 -1.1540
C -0.8872 -3.5861 -2.8733
C -1.9962 -2.8392 -2.4577
C -1.8053 -1.6537 -1.7331
C -0.5172 -1.2394 -1.4220
C 0.5946 -1.9849 -1.8205
C 0.4028 -3.1623 -2.5502
Sb -0.2164 0.4751 -0.1976
C -1.2942 -0.1218 1.5713
C -2.3658 0.6156 2.0740
C -3.0752 0.1372 3.1719
C -2.7266 -1.0596 3.7688
C -1.6384 -1.8174 3.2538
C -0.9435 -1.3117 2.1506
C 1.9282 0.6307 -0.0964
C 2.5761 0.4395 1.1042
C 3.9653 0.5978 1.1998
C 4.6927 0.9882 0.0544
C 4.0313 1.2054 -1.1446
C 2.6455 1.0347 -1.2273
H -1.0330 -4.5023 -3.4577
H -3.0022 -3.1673 -2.6993
H -2.6831 -1.0709 -1.4075
H 1.6101 -1.6543 -1.5593
H 1.2719 -3.7399 -2.8663
H -2.6643 1.5806 1.6152
H -3.9247 0.7203 3.5648
H -3.2769 -1.4418 4.6425
H -1.3666 -2.7499 3.7041
H -0.0907 -1.9190 1.7363
H 2.0074 0.1325 2.0107
H 4.4750 0.4334 2.1378
H 5.7801 1.1264 0.1253
H 4.5871 1.5150 -2.0392
H 2.1373 1.2323 -2.1832

Results of the Löwdin charge analysis, in e, for atoms 1 through 6:
1. O 0.144
2. C 0.071
3. Mn 0.512
4. C -0.036
5. C -0.034
6. O 0.248